Record 1
Density functional theory data (the ωB97M-V functional and the def2-TZVPD basis) for a 8-piece molecular cluster, C22H50N7O10 overall.

Structure (XYZ):
```
89
Properties=species:S:1:pos:R:3:mulliken_charge:R:1
O -1.70541 -1.84545 -0.94270 -0.47
C -2.25577 -0.69382 -0.50574 0.61
O -2.84919 0.03511 -1.24295 -0.67
O -2.32148 -0.36831 0.69738 -0.77
H -1.88304 -1.61123 -1.85659 0.30
C 1.75840 5.91154 -1.22165 -1.12
C 1.94784 5.83011 0.28019 0.74
O 0.99027 5.62050 1.02360 -0.62
N 3.18705 6.05096 0.73770 -0.20
C 3.50585 6.15681 2.12109 -0.81
H 1.53249 6.89051 -1.64437 0.28
H 0.81509 5.45780 -1.52562 0.34
H 2.53341 5.36919 -1.76322 0.31
H 3.91722 6.28313 0.07965 0.22
H 3.51063 7.21602 2.37828 0.26
H 4.49112 5.69112 2.14317 0.29
H 2.74902 5.71383 2.76846 0.32
C -3.81804 9.62961 -5.11275 -1.15
C -4.16404 8.13538 -5.07931 0.75
O -4.48584 7.61129 -3.98924 -0.64
N -4.10197 7.40995 -6.18125 -0.19
C -4.19062 5.98406 -6.37662 -0.81
H -4.68124 10.05292 -5.62637 0.31
H -3.06168 10.05536 -5.77211 0.35
H -3.67021 10.06809 -4.12585 0.29
H -4.05821 8.05487 -6.95730 0.19
H -3.20789 5.52445 -6.48201 0.29
H -4.81005 5.74658 -7.24149 0.28
H -4.43351 5.44413 -5.46144 0.33
C 0.62648 3.05681 7.42273 -0.85
C -0.07696 4.45617 7.54931 0.62
O -1.05007 4.77631 6.87505 -0.60
N 0.62954 5.40426 8.23023 -0.19
C 0.35069 6.79285 8.39784 -0.88
H 0.12827 2.31900 8.05163 0.23
H 1.62512 3.24663 7.81614 0.25
H 0.69415 2.60687 6.43223 0.29
H 1.50470 5.15848 8.67044 0.23
H 0.41110 7.38241 7.48304 0.29
H 1.18094 7.26947 8.91902 0.32
H -0.64292 7.02513 8.78112 0.27
C -6.27297 -1.60540 8.60591 -0.93
C -5.73690 -1.48485 7.16660 0.51
O -5.83906 -0.33810 6.71696 -0.61
N -5.22648 -2.51850 6.50618 -0.15
C -5.89305 -3.76143 6.64323 -0.95
H -5.54218 -2.06137 9.27386 0.31
H -7.18538 -2.20038 8.56620 0.26
H -6.46728 -0.65355 9.10020 0.30
H -4.72374 -2.27308 5.66527 0.29
H -5.52034 -4.50495 5.93869 0.35
H -6.95749 -3.66401 6.42973 0.33
H -5.92437 -4.16382 7.65575 0.29
C 5.89043 -5.17306 -0.03838 -1.11
C 6.08143 -3.60962 0.10858 0.74
O 7.22165 -3.11394 0.07204 -0.65
N 4.94503 -2.87842 0.20923 -0.20
C 4.81135 -1.44934 0.14327 -0.82
H 5.42254 -5.71279 0.78495 0.32
H 6.84529 -5.62466 -0.30743 0.29
H 5.16202 -5.38499 -0.82107 0.32
H 4.09474 -3.40167 0.36191 0.23
H 4.28438 -1.13819 1.04527 0.31
H 4.33540 -1.23094 -0.81269 0.28
H 5.77394 -0.94155 0.20373 0.30
C 7.67604 -5.06876 -8.22892 -1.02
C 6.49933 -5.57720 -7.41374 0.71
O 6.48818 -6.71057 -6.92429 -0.64
N 5.56139 -4.65985 -7.36194 -0.23
C 4.23683 -4.87729 -6.66809 -0.88
H 7.87633 -4.04729 -7.90553 0.32
H 7.64538 -5.32164 -9.28874 0.22
H 8.62991 -5.45353 -7.86813 0.32
H 5.74754 -3.66767 -7.39391 0.30
H 3.35141 -4.86603 -7.30370 0.26
H 4.21667 -4.07239 -5.93337 0.33
H 4.16783 -5.79893 -6.09024 0.31
C -2.49937 -8.46623 -0.96793 -1.04
C -3.50337 -8.23979 -2.02687 0.69
O -4.34279 -9.10430 -2.17344 -0.62
N -3.63257 -7.03253 -2.68908 -0.18
C -4.50964 -6.84860 -3.83827 -0.81
H -1.60308 -8.07740 -1.45122 0.31
H -2.36046 -9.53387 -0.79771 0.27
H -2.55676 -7.97955 0.00568 0.29
H -3.00488 -6.29071 -2.41373 0.21
H -5.41859 -6.52607 -3.33043 0.29
H -4.71540 -7.75389 -4.40941 0.28
H -4.15009 -6.05620 -4.49473 0.31
```

Computed properties:
LUMO (Ha): 0.06669
Charge: -1
Maximum force (hartree/bohr): 0.132
Total energy (Ha): -2003.96615
Molecular weight (g/mol): 572.68
Energy above the lowest of the compared OMol25 structures with the same formula, charge and spin (eV): 7.981

Record 2
Density functional theory data (the ωB97M-V functional and the def2-TZVPD basis) for a 2-piece molecular cluster, C32H45F2IN3O6PS2 overall.

Structure (XYZ):
```
92
Properties=species:S:1:pos:R:3:mulliken_charge:R:1
C -3.70148 3.75611 6.96665 -0.85
C -2.15129 4.16084 6.48653 -0.50
P -2.01433 4.48125 4.59562 0.06
C -0.47096 5.66276 4.45535 -0.88
C -1.69499 2.88603 3.60128 0.22
C -1.30758 1.40834 4.19131 0.10
F -1.21642 1.20736 5.68405 -0.37
C -1.00695 0.06910 3.23470 0.14
C -0.64671 -1.32772 4.02046 -1.12
C 0.89641 -1.84836 3.83950 0.79
C 1.34306 -2.69296 5.21265 -1.02
O 1.78386 -0.70465 3.57842 -0.49
C -1.12252 0.18679 1.56962 -0.45
C -1.55217 1.68696 1.01551 0.38
C -1.82629 3.00778 1.94556 -0.16
S -2.32172 4.63509 1.16373 -0.24
S -1.76440 1.88559 -0.84455 -0.48
C -0.57381 0.60064 -1.56148 0.47
C 0.08133 0.88480 -3.05892 -0.08
C -0.28666 2.25000 -3.94911 -0.54
C 1.03268 2.99026 -4.58281 -0.14
N 0.96623 2.73379 -6.10345 -0.61
C 1.11932 -0.21218 -3.70875 0.00
N 1.77166 -0.13565 -5.07103 -0.47
C 1.48249 -1.52764 -2.77952 -1.03
C 0.82145 -1.80893 -1.26898 0.20
C 1.31374 -3.18144 -0.52120 -0.79
C 2.43064 -2.70744 0.62400 0.51
C 3.75390 -1.95701 -0.06648 -0.74
C 3.74075 -0.35683 0.41321 0.59
O 4.86226 0.42508 -0.12902 -0.34
C 4.41987 1.66292 -0.78811 0.68
C 3.30922 2.73153 -0.23029 -0.54
O 5.02370 1.98123 -1.96284 -0.58
C -0.27503 -0.71868 -0.63058 -0.27
N -0.88208 -1.03535 0.71469 1.21
C -2.22134 -1.72928 0.61838 -0.65
C -2.51324 -2.49863 -0.79825 0.19
C -3.73870 -3.59091 -0.47761 -0.83
I -2.81151 -5.61274 -0.54922 -0.04
H -3.71266 3.03183 7.89161 0.26
H -4.23173 4.75795 7.34066 0.29
H -4.32615 3.38659 6.04806 0.24
H -1.33559 3.44312 6.92010 0.34
H -1.95537 5.22012 7.00113 0.26
H 0.50541 5.09695 4.76474 0.28
H -0.66319 6.48386 5.30023 0.31
H -0.41791 6.22279 3.42962 0.28
H -0.88696 -1.28445 5.18893 0.31
H -1.40203 -2.14732 3.59379 0.12
H 0.88141 -2.66220 2.98175 -0.17
H 2.51791 -2.70656 5.36352 0.32
H 1.04552 -3.83342 5.02353 0.29
H 0.74364 -2.35853 6.16038 0.28
H 2.68482 -0.88664 3.98346 0.34
H -3.40164 5.14554 1.90666 0.22
H -0.87196 3.05577 -3.33153 0.25
H -1.04082 1.87277 -4.79049 0.36
H 1.04911 4.15586 -4.46634 0.30
H 1.98792 2.44532 -4.17416 0.06
H 1.52827 3.46572 -6.61577 0.24
H -0.01608 2.84769 -6.45175 0.22
H 2.81986 -0.19543 -5.02352 0.33
H 1.47126 -1.01222 -5.58289 0.29
H 2.24150 -2.32589 -3.23191 0.08
H 0.40292 -3.76968 -0.05232 0.24
H 1.81466 -3.94602 -1.28924 0.39
H 1.88360 -1.83999 1.23064 -0.65
H 2.73085 -3.61768 1.29943 0.45
H 4.69257 -2.50647 0.36645 0.29
H 3.77035 -2.07136 -1.23758 0.14
H 2.67509 0.04022 0.13219 -0.28
H 3.80736 -0.34905 1.60183 0.03
H 3.55480 3.17987 0.83921 0.30
H 2.25963 2.18037 -0.09760 0.03
H 3.08825 3.61657 -0.99605 0.26
H -2.24608 -2.54741 1.46462 0.28
H -3.11514 -0.98913 0.83585 0.26
H -2.97264 -1.73743 -1.56025 0.14
H -1.62799 -3.14235 -1.21189 -0.11
H -4.64073 -3.49602 -1.21679 0.44
H -4.13758 -3.46575 0.64074 0.38
O -1.36855 -4.11860 -3.88029 -0.51
C -1.25925 -3.78073 -5.04724 0.63
O -2.31238 -3.42587 -5.84503 -0.30
C -1.75623 -2.98058 -7.06584 -0.43
C -0.42703 -3.65490 -7.08061 0.33
F 0.49058 -2.89805 -7.72312 -0.28
O -0.07445 -3.71817 -5.71732 -0.25
H -1.67703 -1.88837 -7.05154 0.27
H -2.38185 -3.27587 -7.91247 0.27
H -0.44067 -4.66463 -7.50463 0.27
```

Computed properties:
LUMO (Ha): -0.01371
Charge: 0
Maximum force (hartree/bohr): 0.170
Total energy (Ha): -3496.29513
Molecular weight (g/mol): 827.74

Record 3
Density functional theory data (the ωB97M-V functional and the def2-TZVPD basis) for C19H24ClN9O3PbS3Se2Te2 as an isolated structure.

Structure (XYZ):
```
64
Properties=species:S:1:pos:R:3:mulliken_charge:R:1
Pb 1.81440 -0.76379 -2.58731 1.23
N 1.66495 -1.05056 1.78969 -0.30
C 1.47423 -2.19637 1.10889 0.26
N 1.76029 -2.36931 -0.18586 0.15
C 1.35070 -3.60769 -0.58100 0.42
C 0.77811 -4.40053 0.51019 -1.00
S 0.90990 -3.61137 2.01265 -0.19
C 1.30262 -4.05466 -1.95305 0.44
C 0.89615 -5.33258 -2.31542 -0.68
S 0.60313 -5.35957 -3.99933 -0.26
C 1.28516 -3.75217 -4.16275 0.48
N 1.72803 -3.22648 -3.00450 -0.10
N 1.44990 -3.29895 -5.41235 -0.20
H 1.98684 -0.17684 1.25204 0.25
H 1.24546 -0.96686 2.73931 0.26
H 0.19446 -5.29775 0.41080 0.31
H 0.72138 -6.19416 -1.63313 0.37
H 1.04240 -3.80180 -6.17894 0.21
H 1.97003 -2.38845 -5.49911 -0.03
N 2.02017 2.40737 -2.67076 -0.16
C 1.59793 3.64042 -1.98552 -0.81
C 2.47646 4.03757 -0.75655 -0.38
C 2.22214 3.10726 0.50837 -0.94
N 2.28081 1.66127 0.27005 -0.14
H 2.90325 2.49094 -3.17876 0.10
H 1.31389 2.03329 -3.34194 0.07
H 0.64291 3.41674 -1.42087 0.26
H 1.54506 4.51181 -2.63229 0.45
H 2.17324 5.06193 -0.40784 0.33
H 3.55469 4.03972 -1.00696 0.32
H 1.23073 3.27098 1.01497 0.29
H 3.00864 3.33550 1.29145 0.40
H 1.77140 1.56971 -0.67779 -0.18
H 3.23372 1.37184 0.07090 0.19
Se -1.26571 -1.18938 -2.71727 0.09
Te -1.48016 -0.84234 -5.08100 0.13
Te 0.91325 0.44342 -6.10477 0.10
Se 3.04825 -0.33401 -5.03997 -0.53
Cl 5.28997 0.03126 -1.40036 -0.22
C 4.20115 -1.23593 -1.90012 -0.81
H 3.94935 -1.77137 -1.01981 0.22
H 4.60652 -1.90317 -2.64478 0.52
O -4.51977 5.08729 4.93232 -0.68
S -3.29536 4.36983 5.30076 1.13
O -1.99023 4.70259 4.76862 -0.62
O -3.34808 4.13454 6.77276 -0.68
C -3.93183 2.79172 4.65251 0.14
N -5.00487 2.27415 5.26541 -0.44
C -5.44805 1.07338 4.96407 -0.33
C -4.95059 0.34947 3.88740 -0.78
C -3.85837 0.95956 3.25274 0.57
N -3.30519 2.11302 3.62405 -0.36
C -3.12926 0.19373 2.19273 1.09
C -2.15304 0.82204 1.44428 -0.75
C -1.56594 0.08359 0.42604 0.20
N -1.66214 -1.25109 0.24592 -0.06
C -2.59670 -1.81651 1.00162 -0.81
C -3.28022 -1.17194 2.01803 -0.56
H -6.31769 0.76838 5.53075 0.42
H -5.43041 -0.54642 3.53711 0.38
H -1.70959 1.78681 1.68127 0.54
H -0.96458 0.56809 -0.38430 -0.01
H -2.95614 -2.81900 0.85980 0.40
H -3.99776 -1.77819 2.54689 0.26
```

Computed properties:
LUMO (spin up / spin down) (Ha): -0.15006 / -0.17687
Charge: 0
Maximum force (hartree/bohr): 0.094
Total energy (Ha): -8643.29020
Molecular weight (g/mol): 1178.43
Energy above the lowest of the compared OMol25 structures with the same formula, charge and spin (eV): 4.570

Record 4
Density functional theory data (the ωB97M-V functional and the def2-TZVPD basis) for a 2-piece molecular cluster, C6H10O overall.

Structure (XYZ):
```
17
Properties=species:S:1:pos:R:3:mulliken_charge:R:1
C 0.54252 0.95070 0.31958 -0.54
C 0.60275 0.60640 -1.15340 -0.21
O -0.49336 0.09142 -1.63005 -0.28
C -1.72453 -0.09797 -0.86273 -0.60
C -1.59537 -1.08632 0.26172 -0.15
C -0.56737 -1.20510 1.10237 -0.40
C 0.67214 -0.35521 1.12339 -0.44
H -0.37395 1.47731 0.62291 0.31
H 1.39241 1.60184 0.54569 0.31
H 3.67916 1.31796 -1.63353 0.21
H 2.95941 1.11562 -1.66379 -0.20
H -2.07246 0.88509 -0.52899 0.30
H -2.43323 -0.46376 -1.60676 0.33
H -2.42779 -1.77970 0.35977 0.35
H -0.60740 -2.00344 1.84265 0.34
H 1.52192 -0.93785 0.73844 0.31
H 0.92516 -0.11699 2.16274 0.36
```

Computed properties:
LUMO (Ha): 0.03308
Charge: 0
Maximum force (hartree/bohr): 0.008
Total energy (Ha): -309.69652
Molecular weight (g/mol): 98.14
Energy above the lowest of the compared OMol25 structures with the same formula, charge and spin (eV): 3.969